{"formula": "C8H12O4S", "method": "wB97M-V/def2-TZVPD", "species": ["S", "O", "O", "O", "O", "C", "C", "C", "C", "C", "C", "C", "C", "H", "H", "H", "H", "H", "H", "H", "H", "H", "H", "H", "H"], "coordinates": [[-0.692222, 1.169818, 1.839955], [-0.713167, 1.036896, 3.254652], [0.691417, -0.745532, -1.134923], [0.939452, 1.185556, 1.621963], [-1.256625, 2.373256, 1.256779], [2.498123, -1.468096, 0.349869], [-1.323659, -0.180505, 1.008395], [1.425463, 0.994400, 0.302791], [-1.572270, -0.101341, -0.418492], [-2.270635, -1.274169, -1.056931], [1.491590, -0.482220, -0.104109], [0.519747, 1.563508, -0.786270], [-0.203455, 0.318383, -1.205506], [-0.411280, 0.451058, -2.266376], [2.534209, 1.235407, 0.413958], [-2.160070, -1.232861, -2.083206], [2.001388, -2.449228, 0.138371], [-3.230876, -1.394647, -0.856806], [-2.100288, 0.820719, -0.744392], [-0.096877, 2.196414, -0.199994], [0.916836, 1.939457, -1.732132], [3.533593, -1.385354, -0.236594], [-1.781101, -2.100070, -0.581978], [-1.345880, -1.066667, 1.697667], [2.606589, -1.404184, 1.523309]], "forces_ev_per_a": [[-0.80, 0.50, 0.48], [-0.38, -0.40, 0.51], [1.83, -0.18, 0.94], [-0.11, 0.26, -0.64], [0.48, -0.40, 0.20], [0.47, -0.82, 0.69], [1.23, -0.70, 1.48], [2.40, -1.25, -0.12], [0.22, 2.31, -1.29], [4.32, 0.21, 1.42], [-0.93, 0.22, 0.58], [0.73, -0.85, 0.52], [-2.27, -0.60, -1.52], [-0.62, -0.44, -0.04], [-1.40, 0.57, -0.48], [0.47, -0.29, -2.18], [0.94, 0.49, 0.12], [-4.45, 0.09, 1.22], [-0.22, -0.17, 0.83], [-0.71, 1.38, -0.75], [0.57, 0.53, 0.76], [-2.14, -0.14, 1.41], [0.34, -1.18, -0.49], [-0.13, 0.76, -1.19], [0.14, 0.08, -2.47]], "nbo_charge": [2.34, -0.93, -0.42, -0.69, -0.95, -0.72, -0.65, 0.00, -0.27, -0.59, 0.45, -0.53, 0.12, 0.20, 0.23, 0.21, 0.25, 0.22, 0.24, 0.30, 0.24, 0.25, 0.20, 0.26, 0.27], "energy_ha": -1011.0021, "e_above_lowest_ev": 3.274}